1.
A 6-piece molecular cluster, C41H91N5O3 overall in a non-equilibrium geometry, computed with ωB97M-V with the def2-TZVPD basis set.

For the gap between HOMO and LUMO, the calculation gives 8.50 eV. Its total charge is +4. The highest occupied orbital energy comes out at -16.0 eV. For the total energy, the calculation gives -2114.9643 Ha. The energy above the lowest of the compared OMol25 structures with the same formula, charge and spin comes out at 0.0 kcal/mol.

Element x y z (Å)
C -1.09082 3.00464 -2.05953
C -0.23667 4.07059 -1.38637
C 0.94738 4.54385 -2.21779
N 1.56831 5.82951 -1.79664
C 0.81995 7.06653 -2.15057
C 2.09566 5.74849 -0.36061
C 3.27418 4.78672 -0.36191
C 3.86561 4.91709 -1.78264
C 2.92222 5.86460 -2.54311
H -1.24751 3.28070 -3.10240
H -1.99700 2.85145 -1.47670
H -0.61009 2.02516 -2.04956
H 0.07176 3.74534 -0.38699
H -0.76479 4.98647 -1.09271
H 0.62980 4.68643 -3.25541
H 1.70039 3.75910 -2.30337
H 0.53673 7.02396 -3.20059
H 1.41813 7.96153 -1.99390
H -0.08818 7.20357 -1.56534
H 2.37644 6.78116 -0.15320
H 1.23517 5.53380 0.26945
H 4.02027 5.14777 0.34124
H 2.97802 3.77661 -0.08598
H 4.88628 5.27344 -1.68656
H 3.85387 4.03913 -2.43006
H 3.36759 6.85656 -2.46877
H 2.66637 5.66276 -3.57978
C -7.19947 -2.24009 5.33624
C -6.09715 -2.32269 4.30181
C -4.85290 -1.56963 4.78916
N -3.75384 -1.46997 3.71588
C -4.18778 -0.78597 2.45882
C -3.13309 -2.81698 3.37190
C -1.96743 -2.91852 4.34726
C -1.69140 -1.59726 5.07357
C -2.60771 -0.64623 4.28408
H -6.87777 -2.87831 6.16683
H -8.12619 -2.70258 5.00528
H -7.34725 -1.24104 5.73978
H -6.44207 -1.83032 3.38471
H -5.91928 -3.34695 3.97276
H -4.36201 -2.04419 5.63895
H -5.05641 -0.54187 5.08299
H -3.27634 -0.63567 1.88308
H -4.69564 0.14345 2.69996
H -4.81024 -1.49223 1.91216
H -2.73448 -2.67646 2.36673
H -3.92641 -3.55549 3.40347
H -1.14532 -3.45765 3.88370
H -2.35441 -3.62229 5.09257
H -0.68333 -1.19994 5.05600
H -2.11195 -1.61308 6.07836
H -1.95901 -0.19084 3.53156
H -2.90356 0.23893 4.85038
C 3.69303 2.69997 2.64336
C 3.62698 2.23186 4.10844
C 2.22330 1.92945 4.61678
N 2.26789 1.31026 6.01219
C 2.99515 2.21329 7.00662
C 2.95786 -0.08808 5.92224
C 2.00222 -1.12306 6.49043
C 1.17347 -0.32643 7.44597
C 0.94020 0.97835 6.71882
H 3.40735 1.87384 1.98023
H 4.69149 2.94105 2.28440
H 2.94364 3.44122 2.36364
H 4.11395 3.01917 4.68534
H 4.28710 1.37625 4.25655
H 1.53568 1.34878 4.00297
H 1.73928 2.86389 4.92002
H 2.50389 3.17973 6.94708
H 4.02484 2.25836 6.66399
H 2.97251 1.76170 7.99317
H 3.86152 -0.05267 6.52748
H 3.15118 -0.24138 4.86582
H 2.55860 -1.95528 6.91911
H 1.47086 -1.53946 5.63201
H 1.53579 -0.17644 8.46437
H 0.20424 -0.79894 7.63206
H 0.47358 1.76046 7.31296
H 0.23701 0.76777 5.90636
C 5.45959 -3.27014 -6.48694
C 4.89357 -2.69576 -5.18230
C 3.54942 -2.02176 -5.45571
N 3.20888 -0.81940 -4.59011
C 4.12303 0.32196 -4.94550
C 1.72936 -0.41113 -4.75285
C 1.33860 0.36928 -3.49136
C 2.27004 -0.28448 -2.42105
C 3.30769 -1.13581 -3.11763
H 6.38371 -3.79420 -6.25757
H 5.65667 -2.57119 -7.30434
H 4.73546 -3.91717 -6.98933
H 5.59132 -1.99646 -4.71755
H 4.78562 -3.52714 -4.48635
H 2.74433 -2.74488 -5.32472
H 3.49053 -1.63701 -6.47391
H 5.14346 0.15364 -4.60060
H 3.87376 1.11193 -4.23218
H 4.03232 0.53774 -6.00288
H 1.74439 0.19107 -5.65856
H 1.21873 -1.36466 -4.86991
H 1.63947 1.38110 -3.76303
H 0.29955 0.30040 -3.19007
H 2.79957 0.48711 -1.86582
H 1.65402 -0.89700 -1.76961
H 4.29216 -1.05848 -2.65361
H 3.17656 -2.21737 -3.02754
C -2.44539 0.20728 -3.66128
C -3.37018 -1.02227 -3.75688
C -2.75321 -2.24724 -3.06827
N -3.57120 -3.52115 -3.34880
C -4.84103 -3.52251 -2.56294
C -2.72261 -4.72328 -2.95494
C -2.59006 -5.72565 -4.12861
C -3.76572 -5.33875 -4.98459
C -3.81858 -3.80699 -4.85222
H -1.53739 0.12031 -4.25515
H -2.36963 0.59112 -2.65001
H -3.01580 0.91098 -4.27708
H -3.65348 -1.28523 -4.77516
H -4.31385 -0.74325 -3.28296
H -2.63654 -2.12882 -1.99227
H -1.78064 -2.51309 -3.48010
H -4.60495 -3.17982 -1.55680
H -5.32665 -4.49039 -2.48006
H -5.48431 -2.78742 -3.04246
H -3.24047 -5.21422 -2.13501
H -1.70906 -4.46170 -2.65871
H -2.59406 -6.72508 -3.69532
H -1.61704 -5.67162 -4.61846
H -4.70074 -5.67431 -4.52581
H -3.72974 -5.68841 -6.01299
H -4.71810 -3.27031 -5.13117
H -2.91853 -3.51450 -5.39695
O -0.11937 -0.09190 -0.24190
C 0.30427 -0.35719 1.06550
O -0.38483 -1.28479 1.62068
O 1.20524 0.30161 1.60969
H -0.88746 -0.69841 -0.00853

---

2.
A 11-piece molecular cluster, C41H96F15N6O27S5 overall in a non-equilibrium geometry, computed with ωB97M-V with the def2-TZVPD basis set.

For the gap between HOMO and LUMO, the calculation gives 3.35 eV. Its total charge is +1. The highest occupied orbital energy comes out at -7.3 eV. For the total energy, the calculation gives -7467.9619 Ha. The energy above the lowest of the compared OMol25 structures with the same formula, charge and spin comes out at 252.5 kcal/mol.

Element x y z (Å)
C -4.00621 -4.34605 -3.00513
O -3.43537 -3.36422 -3.85586
C -2.20967 -2.87417 -3.38154
C -1.40787 -2.19424 -4.47815
N -2.27825 -1.16206 -5.16749
H -2.97447 -1.62279 -5.73590
H -2.82371 -0.67373 -4.47171
C -1.65079 -0.19666 -6.21623
C -2.71977 0.76564 -6.72126
O -3.98220 -0.03567 -6.97960
C -4.82744 0.50856 -8.00877
H -4.23628 -4.09446 -1.96982
H -3.54314 -5.32680 -2.89647
H -4.97839 -4.60351 -3.42548
H -1.58383 -3.67651 -2.99081
H -2.42168 -2.14399 -2.60053
H -1.26166 -2.86976 -5.32100
H -0.47677 -1.69221 -4.21528
H -1.21796 -0.83027 -6.99036
H -0.80492 0.36210 -5.81575
H -2.45528 1.31220 -7.62647
H -2.97937 1.50714 -5.96569
H -5.80282 0.02419 -7.96261
H -4.44963 0.28641 -9.00677
H -5.08187 1.56203 -7.89228
C 2.66383 -4.18856 4.08271
O 3.21005 -4.20582 5.37289
C 3.27952 -5.47988 5.94205
C 4.24917 -5.40545 7.17344
N 3.79586 -4.25000 8.10707
H 4.06467 -3.35832 7.71622
H 2.80899 -4.07102 8.22604
C 4.21409 -4.28048 9.56393
C 5.69719 -4.39620 9.95544
O 6.51048 -3.58468 9.13212
C 7.88121 -3.52376 9.53486
H 1.58883 -4.35343 4.15550
H 3.14562 -4.84896 3.36170
H 2.81539 -3.21936 3.60755
H 3.52699 -6.22350 5.18449
H 2.30720 -5.87995 6.22954
H 5.28356 -5.24603 6.86894
H 4.31044 -6.23712 7.87533
H 3.55057 -5.01884 10.01409
H 3.85991 -3.33444 9.97340
H 5.98180 -5.44719 9.90526
H 5.87187 -4.01386 10.96112
H 7.98989 -3.07642 10.52287
H 8.47441 -2.95385 8.81973
H 8.22514 -4.55014 9.40697
C 3.19811 1.87051 -5.97313
O 4.08412 2.91170 -6.29702
C 4.79270 3.48505 -5.25483
C 3.90194 4.06221 -4.11470
N 3.12565 5.35620 -4.68133
H 3.69459 6.09037 -5.07809
H 2.60371 5.06717 -5.49627
C 2.18688 6.01157 -3.67038
C 0.96675 6.70256 -4.33075
O 1.34320 7.65365 -5.33519
C 0.26076 8.35225 -5.85941
H 2.62128 1.68152 -6.87848
H 2.48808 2.02336 -5.16036
H 3.59536 0.89331 -5.69859
H 5.44564 4.30375 -5.55734
H 5.46973 2.73653 -4.84318
H 4.48776 4.40141 -3.26038
H 3.21757 3.39651 -3.58882
H 2.77345 6.66375 -3.02331
H 1.61997 5.24959 -3.13550
H 0.43076 7.33580 -3.62377
H 0.26015 5.93587 -4.64855
H -0.03184 9.13244 -5.15671
H -0.56038 7.68488 -6.12101
H 0.44991 8.84933 -6.81086
C -2.79819 1.18371 4.83302
O -2.08966 1.33163 3.64055
C -2.72537 2.29755 2.83534
C -1.73350 2.68305 1.71488
N -0.54019 3.40916 2.43467
H 0.08209 3.73934 1.71090
H -0.99549 4.24458 2.77356
C 0.42868 2.77288 3.54043
C 0.91107 1.36489 3.07214
O 1.38994 1.18545 1.69831
C 2.81349 1.23499 1.44804
H -3.24917 2.03054 5.35035
H -2.14250 0.64182 5.51460
H -3.66650 0.56764 4.59938
H -3.04507 3.17791 3.39289
H -3.57977 1.75223 2.43442
H -2.22479 3.38056 1.03650
H -1.38438 1.82215 1.14475
H -0.12642 2.89080 4.47105
H 1.26547 3.47090 3.56646
H 0.06800 0.70001 3.25997
H 1.72812 0.98199 3.68362
H 3.18178 2.23995 1.65417
H 3.04339 1.11280 0.38959
H 3.44695 0.57510 2.04082
C -9.33833 3.64628 0.55328
O -8.41148 3.94766 -0.51545
C -7.07524 4.17886 -0.08912
C -6.11125 4.86972 -1.17700
N -5.94654 3.88213 -2.35848
H -5.87917 2.89533 -2.15408
H -6.81169 3.97322 -2.87162
C -4.84297 4.02744 -3.37734
C -3.46061 3.73417 -2.88387
O -3.06862 4.31623 -1.68171
C -1.86243 5.17966 -1.78692
H -9.32653 4.45087 1.28853
H -9.06346 2.71187 1.04260
H -10.34827 3.64254 0.14327
H -6.63466 3.28536 0.35320
H -7.08848 4.81250 0.79768
H -5.14938 4.99193 -0.67904
H -6.47972 5.81052 -1.58595
H -5.00229 4.99568 -3.85192
H -5.13277 3.39350 -4.21533
H -2.91904 4.16623 -3.72537
H -3.20398 2.67495 -2.86698
H -1.00082 4.73499 -2.28491
H -1.45311 5.44496 -0.81215
H -2.14162 6.12675 -2.24863
C -1.69543 -1.55785 2.65264
O -0.65320 -1.33770 1.69535
C 0.58678 -2.01370 2.00867
C 1.50907 -1.89268 0.81656
N 0.71588 -2.38466 -0.34826
H 0.56660 -3.37266 -0.20107
H -0.23884 -2.05747 -0.30861
C 1.41916 -2.14192 -1.69661
C 1.54280 -0.66900 -2.18979
O 0.30273 -0.01259 -2.23032
C 0.45466 1.35157 -2.66059
H -1.27600 -1.22280 3.60128
H -1.91718 -2.61664 2.78639
H -2.58021 -0.95706 2.44212
H 0.43408 -3.08770 2.11495
H 1.04480 -1.70353 2.94788
H 2.41786 -2.48050 0.94571
H 1.82543 -0.85580 0.70296
H 1.06486 -2.82491 -2.46870
H 2.45128 -2.47405 -1.58473
H 1.89050 -0.68211 -3.22277
H 2.23661 -0.11599 -1.55661
H 1.26851 1.92199 -2.21297
H -0.45364 1.90162 -2.41461
H 0.70418 1.41149 -3.71996
C -3.58658 0.16009 -0.56072
F -2.86295 -0.99058 -0.50249
F -4.29059 0.29997 0.52146
F -2.68876 1.15176 -0.73314
S -4.67508 0.05844 -2.04941
O -5.60209 1.17009 -1.84697
O -3.79856 0.11969 -3.20201
O -5.37950 -1.19361 -2.03592
C -0.49285 -2.11963 6.03661
F -0.15193 -2.76207 4.93786
F 0.23849 -0.96201 6.11722
F -1.79676 -1.86208 5.97891
S -0.16470 -3.19546 7.68527
O 1.26994 -3.50977 7.66469
O -0.52592 -2.33668 8.84061
O -1.07438 -4.38404 7.50875
C 5.64295 0.59033 -2.51568
F 5.23729 -0.36402 -3.36993
F 6.89280 1.04474 -2.79152
F 4.73735 1.54281 -2.56548
S 5.71404 -0.15427 -0.71415
O 5.94322 1.09548 0.11471
O 4.45389 -0.91170 -0.53406
O 6.88521 -1.13136 -0.66583
C 4.04393 -4.93388 0.34594
F 2.72783 -4.84642 0.62561
F 4.35481 -3.94047 -0.47503
F 4.75535 -4.76180 1.50071
S 4.44862 -6.65361 -0.34495
O 3.74708 -6.78247 -1.59577
O 5.87976 -6.67065 -0.52178
O 4.06328 -7.57620 0.74154
C -2.06370 -5.00424 0.84758
F -1.99695 -3.73947 0.48617
F -1.59472 -5.09826 2.10901
F -3.28753 -5.52559 0.63280
S -0.94126 -5.85955 -0.34795
O -0.64194 -7.17649 0.21602
O -1.69727 -5.95004 -1.55280
O 0.22822 -4.97249 -0.53221

---

LUMO (computed, eV): -7.50; -3.99